1.
This record from OMol25 describes C21H46Br2ClO5P3 as an isolated structure. The level of theory is ωB97M-V with the def2-TZVPD basis set.

Results
- M (g/mol) = 666.8
- total energy (eV) = -213231.550
- HOMO-LUMO gap (eV) = 8.0
- maximum force (hartree/bohr) = 0.0885

The geometry in XYZ format:
```
78
C21H46Br2ClO5P3 (ωB97M-V with the def2-TZVPD basis set)
H -1.77595 -1.87712 1.87718
H -1.78640 3.44097 2.03758
P -0.15728 -7.22205 2.41280
H -1.11589 -8.27158 2.47053
C 0.77242 5.74820 -2.95329
H -0.96468 6.21672 -1.71103
H -4.50876 -4.14264 1.36451
H 2.77601 7.57950 -3.83503
H 2.60037 4.53645 -3.05862
H -3.81658 -7.35245 -2.61709
H 1.78235 4.19351 -0.80838
H -1.24920 0.74566 -0.71518
C -1.41974 -5.92839 -0.59879
H 6.63527 7.10282 -3.93525
H 2.32021 -2.00525 4.36487
C 4.81303 8.32846 -3.83170
C -0.52311 5.37797 -2.25162
H 3.07997 8.80613 -2.58884
H 1.32082 6.48473 -2.36320
Cl 1.11853 -5.28175 0.48725
H -2.24782 -5.73263 4.16808
Br -3.92094 -4.46523 -1.35120
H -3.43434 1.95755 1.02419
H 0.61181 6.15971 -3.95024
H 1.11865 -2.78874 1.61767
H -4.87055 -4.86689 2.92645
C 1.32408 -2.32614 4.70836
H -2.36242 -2.97168 0.63591
C -0.83747 -3.78992 2.01778
H 1.19691 -4.03560 2.95550
C 0.58285 -3.29399 2.43027
H -1.61251 1.24782 3.04924
P -0.95482 -5.48231 1.18050
O -2.56264 -6.47952 3.64575
C 0.34911 -2.13303 3.49895
H -0.70510 -2.19566 0.47532
C 5.15108 6.42415 -2.47944
H -2.69518 -0.04494 -0.05399
H -2.77770 -6.02257 -3.19378
C -1.92125 0.69864 0.14857
C 3.51790 7.96400 -3.12724
H -1.26425 4.99194 -2.96038
C -1.45000 -2.63190 1.14635
H -0.70687 -2.03690 3.79804
O 1.03582 -7.83014 1.67222
C -2.86384 -6.83154 -2.45314
H 5.14190 5.33278 -2.47429
C -0.98299 1.41099 2.16655
H -1.37619 -3.89798 2.98119
H 5.36458 9.06700 -3.24364
H -3.59424 -3.65282 2.80907
O -0.20284 4.32917 -1.32871
C -2.90246 -6.15326 -1.01287
H 5.81664 6.77003 -1.68148
H -1.97695 -7.46781 -2.58213
H -2.68232 2.67120 -0.40937
O 3.83372 6.91581 -2.20265
H 0.05807 1.46835 2.48928
H 5.18738 6.36529 -4.63315
H 1.34072 -3.37799 5.02964
O -1.15156 0.28941 1.28786
C -4.03771 -4.51700 2.28398
H -0.84014 -6.82251 -0.88718
H 0.28716 -6.78514 3.68905
C 1.11869 3.84524 -1.60716
H 1.15698 3.79095 -3.76019
C -1.42704 2.63988 1.39193
Br -0.72512 -4.51316 -1.85378
H 4.65311 8.73834 -4.82852
H 0.63036 -1.16645 3.04339
C 1.52151 4.42872 -2.94940
C -2.49311 2.06646 0.47685
P -2.92475 -5.98742 2.03883
H 1.11563 2.75352 -1.60526
H -3.48359 -6.86083 -0.41614
C 5.55601 7.00280 -3.82455
H -0.59859 3.02760 0.79575
H 1.01526 -1.67555 5.54063
```

Here are the Mulliken charges for atoms 1 to 2, given in e:
1. H 0.33
2. H 0.39


2.
This record from OMol25 describes a 7-piece molecular cluster, C21H46Br2N7O3 overall. The level of theory is ωB97M-V with the def2-TZVPD basis set.

Results
- charge = +3
- M (g/mol) = 604.5
- total energy (eV) = -179155.567
- HOMO-LUMO gap (eV) = 6.3
- maximum force (hartree/bohr) = 0.1151

The geometry in XYZ format:
```
79
C21H46Br2N7O3 (ωB97M-V with the def2-TZVPD basis set)
H 0.24265 3.59806 -6.74998
H 4.29133 0.58601 2.53095
C -1.38926 2.91971 0.41396
H 2.49376 -2.81672 2.55516
N 2.10931 2.51266 -4.86295
N 4.20338 1.35427 1.88123
H -3.00813 -2.92751 3.07524
H -0.33700 2.69832 0.23554
H 4.28131 1.90475 -0.14454
C -3.25453 -3.62168 -1.10774
H -4.18071 -5.03739 0.32468
H -4.74092 -1.19316 3.10314
N -1.73794 2.47079 1.91792
H -2.90582 -0.98870 0.84893
H 2.05183 0.70115 3.54428
H 5.55105 0.75001 0.34486
H -0.64028 -3.87263 3.76619
O -0.10575 -4.08766 1.32996
H 3.81517 0.15292 0.14731
N 1.90378 -2.78817 1.73589
O 2.31244 2.85868 1.14082
H 3.26194 -4.22911 0.86310
C 2.58356 -3.43787 0.54397
Br -1.66866 -0.11943 4.56819
H -1.98569 2.39937 -0.33545
C -3.84635 -3.15370 2.41620
H -4.84030 3.47145 3.15576
C -5.05486 -2.21704 2.90010
H 1.55499 3.98963 -7.80689
H 0.90536 1.81018 3.10393
Br 0.43673 -0.27116 0.30313
C 2.96543 1.57768 -4.47539
H 4.92174 2.04720 2.03584
H 0.51711 0.83570 -2.48861
H 2.31617 2.48949 3.94036
H -3.98646 -4.21546 2.61902
H -3.51724 2.78354 4.19073
H 0.01937 2.80337 -4.43634
H -2.37161 -0.47212 -1.49085
C -3.77839 -4.06188 0.09462
C 1.23253 3.26367 -7.06049
H 1.86862 -3.62073 -0.25822
C 1.16321 1.22307 -3.26250
N -3.55652 -3.05691 1.02992
C 0.89259 2.20503 -4.22212
H -3.37345 4.33575 3.25564
N -2.85131 -2.31978 -0.90800
C 0.66201 -3.55299 2.14910
H 3.32522 3.47617 -6.30979
C -3.76755 3.31968 3.27530
C 2.80437 2.08602 1.99257
C -2.45894 -1.45336 -1.95738
H -3.02784 -1.40084 -2.88565
H -1.33376 3.17950 2.51328
O -3.85847 1.80252 1.43087
H 2.45298 -1.03018 -2.27026
C 0.38171 -3.51911 3.62967
H -3.08110 -4.09178 -2.06447
H 3.23996 -2.66551 0.14310
H -5.51259 -2.59726 3.81335
H -1.61915 3.96003 0.18377
H -5.83611 -2.11130 2.14739
H 3.48506 -1.06151 -3.75561
N 2.42407 0.73850 -3.46247
H 0.25604 -2.46843 3.89116
C 2.29140 3.43362 -5.96701
H 3.88001 -0.13319 -2.26657
H -1.43860 1.58966 2.31049
H 3.96668 1.45382 -4.86082
H 1.55480 -1.85721 1.55807
C -3.03989 -1.96343 0.40360
H 1.32936 2.23689 -7.41326
H -1.40964 -1.67657 -2.15036
C 3.08757 -0.45334 -2.94306
C 1.98681 1.73999 3.22074
H 1.07131 -4.07518 4.26476
C 4.48593 0.97711 0.38998
H 2.12123 4.41274 -5.51928
C -3.18716 2.47123 2.20209
```

Here are the Mulliken charges for atoms 1 to 2, given in e:
1. H 0.41
2. H 0.36


3.
This record from OMol25 describes C21H46CoNO2P3 as an isolated structure. The level of theory is ωB97M-V with the def2-TZVPD basis set.

Results
- energy relative to the best compared isomer or geometry (same formula, charge and spin) (kJ/mol) = 0.0
- charge = +3
- <S²> = 6.035
- M (g/mol) = 496.5
- total energy (eV) = -93572.980
- HOMO-LUMO gap (spin up / spin down) (eV) = 6.7 / 3.3
- maximum force (hartree/bohr) = 0.0883
- 2S+1 = 5

The geometry in XYZ format:
```
74
C21H46CoNO2P3 (ωB97M-V with the def2-TZVPD basis set)
C 1.28884 -2.88354 -0.35304
P -2.31856 0.80492 -0.45112
H 3.20501 2.63224 -1.61818
H 2.22289 -3.31189 0.04365
C 4.19681 2.76217 -3.76428
C 5.09004 1.39711 -5.58714
H -3.68920 2.54113 -1.40352
H 3.85998 3.71545 -3.35726
H -0.45131 -2.60921 -2.18141
H 3.15377 0.28394 0.22683
N -2.99544 -3.26906 3.48472
C -2.60353 2.42452 -1.29608
H 0.39435 -3.41153 0.00683
H -1.03690 2.77972 2.64000
H 1.20253 3.97260 -0.31679
H -4.53356 0.43125 -1.28567
H 1.30982 1.60701 2.84134
H -2.19605 3.27820 -0.74603
C -0.80522 3.19447 1.64771
H 1.96464 3.05924 2.03387
H -3.78673 -1.09451 -0.65154
C -2.24597 -1.03520 4.02115
H 5.19539 -0.74300 -5.23505
H -1.10432 0.24945 -3.00177
C 4.02158 1.59302 -3.01110
C 1.65566 2.01808 1.87946
H -3.32046 -0.45984 -2.27385
C -2.99499 -4.42581 2.61733
H 4.34435 -0.55389 -2.87305
C 4.43333 0.33918 -3.49249
C 4.73237 2.65463 -5.04340
H -1.73464 -1.38695 4.92405
H 1.38569 2.50933 -1.36387
H -4.03683 -4.42071 4.83101
H 1.32271 -2.89647 -1.44905
C -0.46993 -0.50490 -2.52141
H -1.96463 -4.75650 2.41793
O -1.89198 -2.14206 1.87461
H -3.54639 -5.21874 3.13135
H -3.01960 -3.17930 5.61237
H 5.48574 1.30244 -6.60753
H -3.30972 -0.07635 1.54219
H -1.92222 -1.73402 -1.42655
H -2.14405 2.39488 -2.29228
P 0.25365 2.02620 0.70487
C -0.93981 -1.67048 -1.90564
C -2.35349 -2.16030 3.03347
C 2.78761 -0.55668 -0.36844
C -3.62419 -0.18837 -1.25549
C 4.93259 0.23516 -4.80476
Co -0.17614 0.29553 -0.42580
H -3.46266 -4.19624 1.64957
H -2.57359 1.49485 1.91372
H 0.50172 -1.72303 2.45843
H -0.19083 3.39326 -1.28916
H -1.72045 3.46713 1.11269
H 4.86890 3.57117 -5.62189
H 0.58028 -0.48356 -2.85965
H -0.20903 4.10638 1.78833
H 2.15444 -2.29340 2.08341
H 1.88419 -0.57612 2.49982
H 2.51403 1.45394 1.50394
H 3.52403 -1.36631 -0.35673
H -3.23713 -0.65993 4.29358
P 1.17029 -1.16686 0.22966
C -3.14721 0.94008 1.17029
C 1.45964 -1.45078 2.00067
H -4.56383 -2.71504 4.82747
H 2.65787 -0.20084 -1.39379
H -1.67088 -0.21408 3.59707
C -3.68817 -3.38451 4.76149
O 3.33728 1.67781 -1.82336
C 0.70392 3.08381 -0.72074
H -4.11630 1.42972 1.02400
```

Here are the Mulliken charges for atoms 1 to 2, given in e:
1. C -1.56
2. P 1.10